Entry from OMol25: a structure of composition C33H87F6MnN5O14 at a distorted geometry (ωB97M-V with the def2-TZVPD basis set).

```
146
Properties=species:S:1:pos:R:3:forces:R:3
Mn -3.0841 -0.1155 0.5218 0.424 0.315 -0.801
C -0.7882 -0.7451 1.9732 -1.211 0.369 0.439
O -0.8511 0.1787 0.8755 1.101 0.346 0.112
O -2.0619 -1.1832 2.0893 0.658 -0.450 0.007
C 0.3312 -1.7698 1.6870 -0.619 -0.636 0.057
F 0.2705 -2.2563 0.4376 0.087 0.172 0.133
F 1.5557 -1.2326 1.8655 -0.043 0.090 -0.104
F 0.2661 -2.8161 2.5330 -0.104 0.143 -0.124
C 0.1574 1.1892 0.8646 -0.545 1.908 -0.847
C -0.0061 2.0163 -0.4131 0.048 -0.924 -0.736
H 0.6851 2.8564 -0.4674 0.209 -0.158 0.112
H 0.1755 1.3132 -1.2324 0.263 0.360 -0.167
H -0.9946 2.4104 -0.6522 -0.200 -0.159 0.643
H 1.1642 0.7818 0.8724 -0.038 -0.203 0.171
H 0.0233 1.9124 1.6756 -0.038 -0.557 0.569
H -0.4324 -0.2350 2.8845 0.059 0.294 -0.016
C -3.6827 1.3966 -2.3868 -1.845 0.611 2.204
O -4.8438 0.6018 -2.6473 0.486 -0.714 -0.864
O -3.2444 1.0936 -1.1520 0.750 -0.422 0.110
C -2.6176 1.3800 -3.5104 0.115 -0.746 -0.019
F -2.8535 0.4167 -4.4349 0.285 0.320 0.135
F -2.6028 2.5681 -4.1465 0.151 -0.262 -0.049
F -1.3753 1.1460 -3.0394 -0.313 0.286 -0.262
C -5.5923 0.9178 -3.8131 -0.179 0.872 0.122
C -6.7772 -0.0235 -3.8657 0.147 -0.252 -0.232
H -6.4193 -1.0535 -3.9012 0.006 -0.016 -0.012
H -7.4229 0.0645 -2.9929 0.119 0.167 0.092
H -7.3925 0.1404 -4.7507 0.072 0.114 -0.047
H -4.9873 0.9298 -4.7211 0.019 -0.716 -0.053
H -5.9168 1.9703 -3.7898 -0.265 0.009 0.459
H -4.1174 2.4106 -2.3368 0.482 0.436 -0.605
C 1.5958 -4.6498 -0.4862 -0.220 -0.883 -1.260
O 2.7809 -4.8794 -1.2472 0.358 0.277 0.192
H 0.8958 -4.0563 -1.0844 0.074 0.345 0.421
H 1.0914 -5.6162 -0.3478 0.031 0.166 0.555
H 1.8715 -4.1773 0.4486 -0.096 -0.027 0.001
H 2.5311 -5.1002 -2.1469 -0.036 -0.037 -0.010
C 2.7779 -0.6583 -1.2277 1.182 0.766 0.555
O 4.0422 -0.7366 -1.8840 -0.042 -0.807 -0.399
H 2.4840 0.3515 -1.5221 -0.796 -0.274 0.280
H 2.0420 -1.4378 -1.4378 0.118 0.103 -0.462
H 2.9885 -0.6830 -0.1508 -0.449 0.134 0.007
H 4.3897 -1.6327 -1.8015 -0.025 0.086 0.008
C 3.8813 3.1039 -0.3651 0.465 0.414 -0.260
O 4.0923 4.5114 -0.2536 -0.229 0.032 0.283
H 2.8319 2.9225 -0.1558 -0.030 -0.063 -0.024
H 4.1283 2.7904 -1.3809 -0.155 -0.275 0.000
H 4.4988 2.5384 0.3343 -0.055 -0.039 0.089
H 5.0339 4.6990 -0.2518 0.023 -0.105 -0.051
C -2.1421 -3.4606 4.8411 -1.019 0.097 -0.116
O -2.9512 -3.2525 3.6927 0.039 0.311 0.003
H -2.5708 -4.3339 5.3327 0.448 -0.283 -0.063
H -1.0956 -3.5870 4.5692 0.113 -0.128 0.220
H -2.2757 -2.6605 5.5769 0.303 0.237 -0.112
H -2.6583 -2.4350 3.2342 0.119 -0.287 -0.029
C -1.7858 -1.7983 -1.7478 0.606 -0.387 -0.097
O -2.8098 -1.8160 -0.7634 -0.280 0.022 0.110
H -1.1091 -0.9499 -1.6548 -0.560 0.376 0.246
H -1.1136 -2.6418 -1.5676 -0.277 -0.293 -0.335
H -2.2164 -1.8020 -2.7487 0.081 -0.094 -0.033
H -3.1245 -2.7460 -0.6470 0.368 0.010 0.095
C -1.7915 -5.1970 1.0304 0.791 0.951 0.853
C -2.5715 -5.6784 -0.1594 -0.301 -0.097 -0.240
C -3.2953 -7.0205 0.0672 1.353 -0.449 0.514
O -2.4399 -7.9542 0.7391 -0.538 -0.220 0.183
C -1.5791 -8.6547 -0.1169 0.907 0.716 -0.227
N -3.5008 -4.5875 -0.4922 -0.727 0.264 -0.230
H -2.3886 -4.7613 1.8409 -0.441 -0.543 -0.063
H -1.2147 -4.3099 0.7612 0.158 -0.096 -0.403
H -1.0828 -5.8881 1.4852 -0.215 -0.308 -0.235
H -1.9097 -5.8097 -1.0203 0.091 0.117 0.039
H -3.5338 -7.5052 -0.8822 -0.709 0.376 -0.122
H -4.1348 -6.8923 0.7478 -0.290 0.057 -0.254
H -0.9707 -9.3420 0.4681 -0.270 -0.117 0.116
H -0.8660 -7.9443 -0.5640 0.005 -0.164 -0.175
H -2.0694 -9.1887 -0.9383 -0.278 -0.025 0.169
H -4.2010 -4.5284 0.2462 0.129 0.041 0.065
H -4.0403 -4.7372 -1.3421 0.230 -0.288 -0.018
C -4.8152 3.2983 1.0849 -0.643 0.206 0.479
C -3.4633 2.8294 1.6143 -0.401 -0.284 -0.806
C -2.9648 3.7215 2.7363 -0.055 0.281 -0.558
O -1.7986 3.1855 3.3185 -0.292 0.306 0.055
C -1.3237 4.0515 4.3649 -0.187 -0.867 -0.676
N -3.6110 1.4295 2.0600 -0.346 0.083 0.813
H -5.3102 2.6216 0.3874 0.555 -0.270 -0.133
H -4.7791 4.2699 0.5918 0.191 0.041 0.131
H -5.5205 3.3712 1.9241 0.060 0.214 0.012
H -2.8039 2.8105 0.7414 0.377 0.160 0.351
H -3.7323 3.8939 3.5013 -0.179 -0.316 0.071
H -2.7984 4.7099 2.2870 0.348 0.090 0.108
H -1.9862 4.0103 5.2330 -0.097 0.076 -0.014
H -1.2710 5.0550 3.9477 0.376 0.167 0.356
H -0.3598 3.6256 4.6284 0.168 0.445 0.141
H -4.4697 1.4391 2.6153 -0.013 -0.458 -0.202
H -2.8974 1.2313 2.7667 0.117 -0.030 -0.256
C 6.1781 -6.7158 1.4522 -0.398 0.651 -1.012
C 6.7557 -5.5595 2.2584 0.058 -0.859 0.497
C 5.6649 -4.5805 2.6898 0.486 0.244 -0.278
O 5.1454 -3.9352 1.5478 -0.079 -0.197 -0.178
C 4.2326 -2.9305 1.8712 -0.147 0.691 0.912
N 7.4866 -6.1328 3.4005 -0.328 0.381 0.610
H 5.8621 -6.3291 0.4776 0.125 -0.054 -0.019
H 5.2463 -7.1160 1.8587 0.225 -0.112 0.452
H 6.9049 -7.5047 1.2765 0.037 -0.028 0.186
H 7.5275 -5.0466 1.6821 -0.278 0.191 -0.229
H 6.0994 -3.8330 3.3674 0.030 0.065 0.060
H 4.8740 -5.1010 3.2436 -0.085 -0.115 -0.021
H 3.4446 -3.2643 2.5602 -0.161 -0.337 -0.316
H 3.7892 -2.4858 0.9844 0.053 -0.328 -0.187
H 4.7038 -2.1110 2.4379 0.261 -0.004 -0.183
H 7.7958 -5.3759 4.0097 0.162 -0.093 -0.129
H 6.8447 -6.6637 3.9876 0.029 -0.118 -0.176
C -0.2455 8.5440 4.1330 -0.480 -1.234 -0.395
C 1.1975 8.0808 4.3276 -0.613 0.341 -0.075
C 1.6841 7.1795 3.2128 0.005 -0.068 -0.858
O 0.8309 6.0645 3.0594 -0.255 -0.061 0.804
C 1.2076 5.1876 2.0265 -0.031 0.330 -0.399
N 2.0848 9.2429 4.4590 0.274 -0.432 0.072
H -0.9088 7.6706 4.0913 0.044 0.059 0.158
H -0.3949 9.0198 3.1610 0.194 0.393 0.142
H -0.5919 9.1629 4.9586 0.109 0.223 -0.085
H 1.2288 7.4532 5.2240 0.185 0.312 0.216
H 2.7047 6.8418 3.4261 0.044 0.091 -0.022
H 1.6782 7.6988 2.2410 0.250 0.332 0.144
H 0.7020 4.2384 2.2016 0.166 -0.072 0.056
H 2.2951 5.0816 1.9635 -0.025 -0.260 0.108
H 0.8701 5.5691 1.0533 0.035 0.031 -0.003
H 2.1656 9.7130 3.5631 -0.016 -0.056 -0.032
H 1.6367 9.9084 5.0758 0.124 0.053 0.099
C 0.6762 3.3231 -8.3317 -0.491 -1.036 0.327
C 1.4855 2.3530 -7.4696 1.528 0.440 -0.568
C 1.1949 2.5191 -6.0032 -0.711 -0.286 0.333
O 2.1697 1.8616 -5.2133 -0.038 -0.143 -0.169
C 2.0912 2.2501 -3.8605 0.825 -0.087 0.037
N 1.3245 0.9809 -7.9496 -0.533 -0.097 0.659
H 0.7868 3.0806 -9.3884 0.348 0.218 -0.039
H 0.9089 4.3638 -8.1256 -0.031 0.041 -0.054
H -0.3748 3.0927 -8.1302 -0.088 0.404 0.078
H 2.5554 2.6165 -7.5124 -0.016 0.246 -0.297
H 0.1921 2.1229 -5.7873 -0.029 0.006 0.146
H 1.2042 3.5804 -5.7337 -0.076 0.135 -0.210
H 2.1950 3.3359 -3.7799 -0.485 0.150 0.095
H 2.9703 1.8648 -3.3419 0.007 -0.314 -0.164
H 1.2103 1.8558 -3.3541 -0.279 0.232 -0.075
H 1.7459 0.8476 -8.8581 0.065 0.137 -0.026
H 1.7888 0.3553 -7.3007 -0.007 -0.060 -0.074
```
Positions in Å, forces in eV/Å.

LUMO level (alpha / beta) (eV): 0.3 / 0.1
Spin multiplicity: 6
⟨S²⟩: 8.753
Frontier orbital gap (alpha / beta) (eV): 8.88 / 9.05
E_HOMO (alpha / beta) (eV): -8.5835 / -8.9337
Net charge: 0

Results of the Löwdin charge analysis, in e, for atoms 1 through 99:
1 Mn 1.028
2 C -0.405
3 O -0.147
4 O -0.221
5 C -0.531
6 F 0.122
7 F 0.123
8 F 0.142
9 C -0.213
10 C -0.054
11 H 0.065
12 H 0.052
13 H 0.064
14 H 0.105
15 H 0.108
16 H 0.166
17 C -0.422
18 O -0.088
19 O -0.231
20 C -0.520
21 F 0.120
22 F 0.132
23 F 0.115
24 C -0.281
25 C -0.070
26 H 0.075
27 H 0.074
28 H 0.074
29 H 0.109
30 H 0.119
31 H 0.149
32 C -0.147
33 O -0.121
34 H 0.063
35 H 0.074
36 H 0.065
37 H 0.071
38 C -0.145
39 O -0.120
40 H 0.058
41 H 0.080
42 H 0.058
43 H 0.075
44 C -0.142
45 O -0.128
46 H 0.051
47 H 0.071
48 H 0.084
49 H 0.074
50 C -0.164
51 O -0.164
52 H 0.074
53 H 0.064
54 H 0.072
55 H 0.023
56 C -0.107
57 O -0.200
58 H 0.070
59 H 0.069
60 H 0.092
61 H 0.056
62 C -0.049
63 C -0.409
64 C -0.167
65 O -0.201
66 C -0.122
67 N 0.036
68 H 0.077
69 H 0.059
70 H 0.089
71 H 0.133
72 H 0.118
73 H 0.129
74 H 0.090
75 H 0.080
76 H 0.088
77 H 0.099
78 H 0.098
79 C -0.051
80 C -0.401
81 C -0.213
82 O -0.203
83 C -0.071
84 N 0.026
85 H 0.080
86 H 0.088
87 H 0.083
88 H 0.119
89 H 0.132
90 H 0.136
91 H 0.091
92 H 0.070
93 H 0.095
94 H 0.108
95 H 0.089
96 C -0.065
97 C -0.434
98 C -0.220
99 O -0.171